{"formula": "C18H54BFO26P6", "method": "ωB97M-V/def2-TZVPD", "elements": ["O", "P", "O", "O", "C", "C", "C", "F", "O", "B", "O", "O", "H", "H", "H", "H", "H", "H", "H", "H", "H", "C", "O", "P", "O", "O", "C", "O", "C", "H", "H", "H", "H", "H", "H", "H", "H", "H", "C", "O", "P", "O", "O", "C", "O", "C", "H", "H", "H", "H", "H", "H", "H", "H", "H", "C", "O", "P", "O", "O", "C", "O", "C", "H", "H", "H", "H", "H", "H", "H", "H", "H", "C", "O", "P", "O", "O", "C", "O", "C", "H", "H", "H", "H", "H", "H", "H", "H", "H", "C", "O", "P", "O", "O", "C", "O", "C", "H", "H", "H", "H", "H", "H", "H", "H", "H"], "xyz": [[-0.50316, 2.65168, -2.80279], [-0.88889, 1.88776, -1.61210], [-0.16572, 2.47447, -0.33316], [-2.44032, 2.00641, -1.39922], [-2.99842, 1.53530, -0.13280], [-4.44884, 2.02254, -0.06244], [-5.42982, 0.90566, -0.34489], [-5.40861, -0.07886, 0.62187], [-0.46172, 0.36156, -1.85570], [-0.40650, -0.59187, -0.81923], [-0.96136, -1.82152, -1.04089], [0.21937, -0.32840, 0.35075], [0.79010, 2.51098, -0.49265], [-3.03719, 0.44444, -0.20445], [-2.40188, 1.84978, 0.71971], [-4.59457, 2.75506, -0.85932], [-4.64478, 2.51391, 0.88988], [-6.43274, 1.33798, -0.34456], [-5.26279, 0.51679, -1.35261], [-1.40599, -1.86207, -1.89357], [-0.19945, -0.84680, 1.05472], [-3.05329, -0.75780, 6.13706], [-2.57167, -0.85860, 4.78418], [-1.16420, -1.55162, 4.47711], [-0.81781, -1.26210, 3.08613], [-1.67145, -3.07702, 4.70946], [-2.47811, -3.68670, 3.69873], [0.16200, -1.75434, 5.32515], [0.11149, -1.76195, 6.76674], [-4.06571, -0.36924, 6.08724], [-3.06805, -1.73966, 6.61382], [-2.43782, -0.07101, 6.71742], [-2.37629, -3.17462, 2.74289], [-3.52576, -3.68278, 4.00360], [-2.14683, -4.71733, 3.59045], [-0.53456, -2.56581, 7.12107], [-0.23893, -0.80379, 7.14984], [1.12310, -1.93161, 7.12144], [0.32956, -0.07374, -5.19282], [-0.52273, -1.04175, -5.84357], [-1.94757, -0.57977, -6.40185], [-2.73036, -1.76581, -6.74686], [-1.41897, 0.23767, -7.70017], [-1.01623, -0.50631, -8.84754], [-2.87228, 0.56878, -5.84763], [-2.24992, 1.68103, -5.14786], [1.28233, -0.56105, -5.00468], [0.49070, 0.79211, -5.83669], [-0.09841, 0.25064, -4.24484], [-1.42957, -1.51421, -8.83502], [0.07343, -0.55902, -8.89576], [-1.38064, 0.01900, -9.72854], [-1.54614, 2.20170, -5.79610], [-1.74273, 1.33145, -4.26048], [-3.03388, 2.36950, -4.84998], [3.25265, -0.25832, -0.07187], [3.20406, 1.16100, -0.32108], [4.34613, 2.12946, 0.22673], [3.88548, 3.50867, 0.09193], [5.50588, 1.72806, -0.83700], [5.41857, 2.26646, -2.15737], [5.25962, 1.96814, 1.50899], [5.57774, 0.65305, 2.01297], [2.44109, -0.70198, -0.63338], [4.20058, -0.68815, -0.40252], [3.09982, -0.46178, 0.98649], [4.77454, 3.14432, -2.18823], [5.03729, 1.50922, -2.84488], [6.42291, 2.54798, -2.46831], [6.10353, 0.07255, 1.25319], [4.67805, 0.12376, 2.32545], [6.22667, 0.78323, 2.87428], [11.84250, 3.06330, 3.34091], [11.17407, 2.55836, 4.51054], [9.78412, 1.78380, 4.36785], [9.18478, 1.63113, 5.68978], [10.36490, 0.38633, 3.78075], [10.98403, -0.52097, 4.69280], [8.65890, 1.95178, 3.26231], [9.03352, 2.41674, 1.94530], [12.81053, 3.43744, 3.66021], [11.98990, 2.26837, 2.60722], [11.27776, 3.88067, 2.89372], [10.68937, -0.31469, 5.72078], [12.07011, -0.45761, 4.60374], [10.66846, -1.52726, 4.42416], [9.75870, 1.73846, 1.49377], [9.44591, 3.42403, 1.99285], [8.13056, 2.43635, 1.34097], [-10.18894, -3.96796, -0.61202], [-9.66784, -2.70497, -0.17113], [-8.56441, -1.87196, -1.08823], [-8.23208, -0.81491, -0.11007], [-9.78742, -1.45174, -2.10949], [-10.85801, -0.67147, -1.58698], [-7.49258, -1.41179, -2.24893], [-7.17841, -2.29287, -3.34981], [-10.97309, -4.25300, 0.08466], [-10.61463, -3.88309, -1.61470], [-9.41554, -4.73595, -0.60292], [-10.56738, -0.16623, -0.66618], [-11.73079, -1.30043, -1.39825], [-11.11722, 0.07025, -2.34049], [-8.07512, -2.51825, -3.92942], [-6.72624, -3.21868, -2.99321], [-6.46241, -1.77792, -3.98436]], "mulliken_charge": [-0.752, 1.068, -0.541, -0.257, -0.219, -0.701, -0.329, -0.298, -0.098, 0.707, -0.486, -0.731, 0.257, 0.217, 0.379, 0.275, 0.365, 0.351, 0.183, 0.267, 0.305, -0.699, -0.197, 0.476, -0.074, -0.360, -0.541, -0.356, -0.638, 0.252, 0.341, 0.287, 0.210, 0.249, 0.222, 0.294, 0.272, 0.261, -0.080, -0.318, 1.014, -0.752, -0.352, -0.729, -0.306, -0.037, 0.322, 0.380, -0.205, 0.343, 0.249, 0.226, 0.307, -0.335, 0.341, -0.720, 0.298, 0.762, -0.767, -0.384, -0.750, -0.303, -0.603, 0.105, 0.403, 0.262, 0.352, 0.246, 0.234, 0.303, 0.282, 0.242, -0.648, -0.337, 0.874, -0.744, -0.323, -0.702, 0.033, -0.430, 0.268, 0.325, 0.269, 0.351, 0.246, 0.217, 0.312, 0.200, 0.087, -0.723, -0.310, 1.059, -0.648, -0.396, -0.690, -0.123, -0.670, 0.238, 0.340, 0.292, 0.343, 0.227, 0.250, 0.275, 0.312, 0.234], "charge": 0, "gap_ha": 0.316, "smiles": "O=[P@@](O)(OCCCF)OB(O)O.COP(=O)(OC)OC.COP(=O)(OC)OC.COP(=O)(OC)OC.COP(=O)(OC)OC.COP(=O)(OC)OC"}

{"formula": "C4H7NO", "method": "ωB97M-V/def2-TZVPD", "elements": ["O", "C", "C", "C", "N", "C", "H", "H", "H", "H", "H", "H", "H"], "xyz": [[-0.08542, 1.02714, 1.68991], [-0.67326, 0.02210, 0.84583], [-0.83847, 0.54090, -0.60436], [0.41294, 0.10906, -1.29196], [1.13597, -0.58346, -0.46087], [0.19819, -1.19817, 0.60168], [0.84588, 1.06131, 1.43184], [-1.65119, -0.16831, 1.30626], [-0.93378, 1.63134, -0.67009], [-1.71217, 0.08434, -1.08224], [0.51365, -0.06361, -2.36610], [2.02377, -0.93267, -0.86403], [0.76388, -1.53000, 1.46412]], "nbo_charge": [-0.726, 0.024, -0.502, 0.070, -0.464, -0.322, 0.457, 0.200, 0.245, 0.236, 0.198, 0.416, 0.168], "charge": 0, "de_lowest_kcal_mol": 93.0, "gap_ha": [0.269, 0.287]}

Electronic energy: -4847.82766, -286.48352 (a.u.)
F_max: 0.1551, 0.0435 (Eh/bohr)